1.
{
  "formula": "C11H39N15Na2O12S",
  "method": "ωB97M-V/def2-TZVPD",
  "e_lumo_ev": -3.647,
  "largest_force_ev_per_a": 8.7,
  "de_lowest_kcal_mol": 0.0,
  "molar_mass_da": 651.6,
  "total_energy_ha": -2889.64461,
  "gap_ev": 4.93,
  "elements": ["Na", "Na", "S", "O", "O", "O", "O", "C", "C", "C", "O", "C", "N", "H", "H", "H", "H", "H", "H", "H", "H", "H", "H", "H", "C", "O", "N", "N", "H", "H", "H", "H", "C", "O", "N", "N", "H", "H", "H", "H", "C", "O", "N", "N", "H", "H", "H", "H", "C", "O", "N", "N", "H", "H", "H", "H", "C", "O", "N", "N", "H", "H", "H", "H", "C", "O", "N", "N", "H", "H", "H", "H", "C", "O", "N", "N", "H", "H", "H", "H"],
  "coordinates": [[-0.168, -2.598, 2.482], [-2.170, -3.694, -0.519], [-0.214, -1.454, -0.345], [-0.093, -0.779, 0.928], [0.684, -0.839, -1.307], [0.141, -2.848, -0.170], [-1.590, -1.398, -0.834], [3.197, 3.384, 2.681], [2.144, 2.544, 1.921], [2.037, 2.786, 0.418], [1.453, 4.071, 0.275], [1.147, 4.484, -1.020], [2.175, 1.119, 2.214], [3.252, 3.012, 3.704], [2.847, 4.416, 2.689], [4.196, 3.319, 2.250], [1.189, 2.800, 2.379], [1.508, 1.955, -0.048], [3.001, 2.837, -0.088], [1.777, 4.186, -1.858], [0.801, 5.517, -1.068], [0.287, 3.836, -1.188], [1.495, 0.622, 1.656], [3.069, 0.681, 2.044], [-3.560, -1.199, -3.510], [-4.212, -1.447, -4.467], [-2.260, -0.792, -3.622], [-3.959, -1.269, -2.293], [-1.865, -0.813, -2.693], [-1.717, -0.762, -4.473], [-4.786, -1.839, -2.189], [-3.328, -1.092, -1.525], [-1.537, 1.064, 4.277], [-2.296, 1.864, 3.740], [-1.879, 0.451, 5.396], [-0.430, 0.622, 3.756], [-2.754, 0.733, 5.814], [-1.593, -0.516, 5.342], [0.004, -0.176, 4.197], [-0.141, 0.964, 2.851], [-4.654, -0.266, 2.266], [-5.102, 0.794, 2.185], [-5.194, -1.240, 2.890], [-3.724, -0.725, 1.458], [-6.151, -1.017, 3.123], [-4.955, -2.221, 2.885], [-3.434, -1.692, 1.493], [-3.249, 0.007, 0.950], [-1.665, 2.179, 0.018], [-2.066, 3.313, 0.037], [-1.515, 1.424, -0.985], [-1.628, 1.317, 1.020], [-1.272, 0.450, -0.867], [-1.502, 1.859, -1.897], [-2.070, 1.502, 1.909], [-1.186, 0.412, 0.952], [1.618, -3.000, -3.827], [1.973, -3.762, -4.682], [2.461, -2.327, -3.145], [0.494, -2.655, -3.396], [3.431, -2.180, -3.388], [2.066, -1.679, -2.479], [-0.127, -3.418, -3.626], [0.445, -2.100, -2.554], [2.318, 1.500, -2.775], [2.895, 2.385, -3.267], [1.050, 1.321, -2.834], [2.766, 0.539, -2.000], [0.659, 0.509, -2.379], [0.395, 1.949, -3.278], [2.093, -0.144, -1.684], [3.754, 0.451, -1.810], [3.680, -3.565, 0.485], [4.791, -3.604, 0.876], [3.159, -4.032, -0.586], [2.709, -2.801, 0.988], [3.784, -4.570, -1.168], [2.247, -3.730, -0.897], [1.813, -2.797, 0.522], [3.041, -2.137, 1.672]]
}

2.
{
  "formula": "C11H40N4O9",
  "method": "ωB97M-V/def2-TZVPD",
  "e_lumo_ev": 0.036,
  "largest_force_ev_per_a": 1.9,
  "de_lowest_kcal_mol": 15.9,
  "molar_mass_da": 372.5,
  "total_energy_ha": -1339.21865,
  "gap_ev": 9.76,
  "elements": ["N", "C", "N", "O", "H", "H", "H", "H", "N", "C", "N", "O", "H", "H", "H", "H", "C", "C", "O", "H", "H", "H", "H", "H", "H", "C", "C", "O", "H", "H", "H", "H", "H", "H", "C", "O", "H", "H", "H", "H", "C", "O", "H", "H", "H", "H", "C", "O", "H", "H", "H", "H", "C", "O", "H", "H", "H", "H", "C", "O", "H", "H", "H", "H"],
  "coordinates": [[7.809, -3.666, -3.633], [8.151, -4.509, -4.665], [9.496, -4.355, -4.918], [7.419, -5.310, -5.223], [6.829, -3.747, -3.410], [8.474, -2.972, -3.366], [9.935, -4.944, -5.608], [10.101, -3.692, -4.455], [7.342, -2.734, 5.721], [8.354, -3.631, 5.625], [8.159, -4.580, 4.618], [9.371, -3.596, 6.311], [6.467, -2.975, 5.284], [7.367, -2.198, 6.572], [7.848, -4.101, 3.781], [8.847, -5.309, 4.561], [13.260, -4.174, -2.651], [11.806, -4.107, -2.160], [11.224, -3.155, -3.060], [13.753, -3.210, -2.813], [13.380, -4.734, -3.577], [13.930, -4.630, -1.911], [11.660, -3.850, -1.108], [11.370, -5.100, -2.269], [11.795, -2.384, -3.095], [7.606, -4.912, -0.501], [7.797, -4.173, 0.813], [6.682, -4.264, 1.697], [7.349, -5.944, -0.278], [8.492, -4.831, -1.133], [6.853, -4.354, -1.057], [7.947, -3.112, 0.585], [8.690, -4.496, 1.347], [5.880, -3.918, 1.293], [8.897, -8.532, -1.278], [10.256, -8.914, -1.304], [8.813, -7.456, -1.426], [8.207, -9.047, -1.949], [8.452, -8.808, -0.311], [10.815, -8.155, -1.149], [3.357, -2.239, 3.064], [3.658, -2.732, 4.353], [2.929, -1.240, 3.003], [4.212, -2.278, 2.370], [2.648, -2.871, 2.505], [3.891, -3.653, 4.124], [4.857, -5.815, 5.172], [4.926, -5.175, 3.872], [5.499, -6.695, 5.168], [5.218, -5.144, 5.949], [3.811, -6.091, 5.242], [5.806, -5.293, 3.490], [4.946, -7.905, 0.955], [3.871, -7.087, 0.523], [4.749, -8.979, 0.820], [5.823, -7.680, 0.356], [5.084, -7.841, 2.040], [3.120, -7.315, 1.080], [10.139, -0.772, 0.105], [9.122, 0.187, 0.273], [10.273, -1.414, 0.973], [10.014, -1.358, -0.815], [11.131, -0.326, -0.057], [9.212, 0.821, -0.444]]
}